{"formula": "C12H33BMnO7", "method": "the ωB97M-V functional and the def2-TZVPD basis", "elements": ["Mn", "C", "C", "O", "H", "H", "H", "H", "H", "O", "C", "C", "O", "H", "H", "H", "H", "B", "H", "H", "H", "H", "C", "O", "C", "C", "O", "C", "H", "H", "H", "H", "H", "H", "H", "H", "H", "H", "C", "O", "C", "C", "O", "C", "H", "H", "H", "H", "H", "H", "H", "H", "H", "H"], "coordinates": [[-0.16, 1.19, -0.35], [-2.73, -1.33, -1.20], [-2.24, -1.16, 0.25], [-0.93, -0.71, 0.27], [-3.80, -1.62, -1.26], [-2.28, -2.19, -1.69], [-2.59, -0.41, -1.77], [-2.28, -2.18, 0.68], [-2.83, -0.50, 0.92], [3.21, -1.55, 2.08], [3.78, -0.51, 1.38], [2.96, 0.74, 0.94], [1.62, 0.57, 0.64], [4.06, -0.98, 0.40], [4.78, -0.19, 1.74], [3.48, 1.15, 0.04], [3.17, 1.54, 1.69], [-0.40, 1.66, -2.46], [0.57, 2.04, -1.99], [-0.48, 0.55, -2.25], [-1.23, 2.32, -1.98], [-0.38, 1.89, -3.60], [-3.26, 2.48, -0.29], [-2.09, 2.05, 0.39], [-1.81, 2.91, 1.47], [-0.73, 3.91, 1.03], [0.31, 3.17, 0.38], [1.39, 3.98, 0.03], [-3.37, 1.79, -1.12], [-3.20, 3.52, -0.64], [-4.15, 2.34, 0.33], [-1.33, 2.35, 2.28], [-2.64, 3.47, 1.90], [-0.43, 4.50, 1.91], [-1.00, 4.61, 0.23], [2.23, 3.40, -0.33], [1.77, 4.61, 0.84], [1.08, 4.71, -0.74], [1.41, -1.74, -2.13], [1.40, -2.41, -0.90], [0.85, -3.71, -0.98], [0.81, -4.30, 0.40], [0.26, -3.41, 1.32], [-0.02, -3.91, 2.57], [1.41, -0.68, -1.90], [0.51, -1.93, -2.73], [2.28, -2.06, -2.71], [1.55, -4.30, -1.59], [-0.17, -3.63, -1.38], [1.80, -4.67, 0.68], [0.11, -5.15, 0.40], [-0.71, -3.27, 3.12], [0.91, -4.01, 3.16], [-0.48, -4.92, 2.56]], "orbital_gap_ev": [2.952, 2.945], "multiplicity": 6, "lumo_ha": [0.166, 0.166], "total_charge": -2}

{"formula": "C3H7I2NS", "method": "the ωB97M-V functional and the def2-TZVPD basis", "elements": ["C", "C", "C", "N", "S", "I", "I", "H", "H", "H", "H", "H", "H", "H"], "coordinates": [[0.31, 0.07, 2.15], [0.92, 0.67, -1.31], [-0.90, 0.06, 0.05], [-0.18, -0.22, -0.99], [-0.54, -1.59, -1.97], [-1.66, 2.18, -0.01], [-2.45, -1.44, 0.46], [0.40, -0.98, 2.39], [-0.40, 0.63, 2.72], [1.15, 0.68, 1.67], [0.64, 1.66, -1.56], [1.44, 0.73, -0.38], [1.44, 0.26, -2.13], [-0.18, -2.69, -1.08]], "orbital_gap_ev": [7.016, 7.072], "multiplicity": 1, "lumo_ha": [-0.021, -0.023]}

{"formula": "C5H10O", "method": "the ωB97M-V functional and the def2-TZVPD basis", "elements": ["O", "C", "C", "C", "C", "C", "H", "H", "H", "H", "H", "H", "H", "H", "H", "H"], "coordinates": [[0.24, -2.28, 0.41], [-0.02, -0.96, 0.02], [1.11, -0.19, -0.63], [0.42, 1.19, -0.64], [-1.09, 0.96, 0.15], [-0.59, -0.10, 1.14], [0.61, -2.75, -0.35], [-0.84, -0.70, -0.73], [2.03, -0.24, -0.03], [1.35, -0.60, -1.62], [0.45, 1.68, -1.62], [0.95, 1.85, 0.06], [-1.35, 1.96, 0.47], [-2.08, 0.55, -0.19], [0.13, 0.32, 1.85], [-1.33, -0.68, 1.70]], "orbital_gap_ev": 10.818, "multiplicity": 1, "smiles": "OC1CCCC1", "lumo_ha": 0.036}

{"formula": "C31H48BN8SZn", "method": "the ωB97M-V functional and the def2-TZVPD basis", "elements": ["Zn", "C", "C", "C", "C", "N", "N", "B", "N", "N", "C", "C", "C", "C", "C", "C", "C", "C", "N", "N", "C", "C", "C", "C", "C", "C", "C", "C", "C", "C", "C", "C", "H", "H", "H", "H", "H", "H", "H", "H", "H", "H", "H", "H", "H", "H", "H", "H", "H", "H", "H", "H", "H", "H", "H", "H", "H", "H", "H", "H", "H", "H", "H", "H", "H", "H", "H", "H", "H", "H", "H", "H", "N", "C", "S", "N", "C", "C", "C", "C", "C", "C", "H", "H", "H", "H", "H", "H", "H", "H"], "coordinates": [[-0.26, -0.27, 0.47], [1.63, -5.11, 0.99], [0.79, -3.98, 1.48], [-0.02, -3.92, 2.60], [-0.58, -2.64, 2.59], [-0.14, -1.98, 1.54], [0.71, -2.80, 0.84], [1.43, -2.34, -0.48], [0.34, -1.99, -1.56], [-0.82, -1.38, -1.16], [-1.64, -1.36, -2.21], [-1.00, -1.94, -3.31], [0.25, -2.33, -2.86], [1.35, -3.01, -3.60], [-3.06, -0.84, -2.12], [-3.40, -0.40, -0.70], [-3.25, 0.33, -3.09], [-4.01, -1.98, -2.52], [2.29, -1.07, -0.16], [1.78, -0.12, 0.69], [2.79, 0.71, 1.01], [3.94, 0.30, 0.34], [3.59, -0.83, -0.38], [4.44, -1.68, -1.27], [2.64, 1.76, 2.09], [2.41, 1.03, 3.42], [3.93, 2.58, 2.18], [1.47, 2.70, 1.83], [-1.53, -1.99, 3.57], [-1.84, -0.55, 3.15], [-0.88, -1.97, 4.96], [-2.83, -2.80, 3.62], [1.53, -5.96, 1.67], [2.68, -4.84, 0.94], [1.33, -5.44, -0.01], [-0.17, -4.71, 3.32], [2.13, -3.22, -0.88], [-1.39, -2.09, -4.30], [1.00, -3.31, -4.58], [1.71, -3.90, -3.07], [2.20, -2.34, -3.73], [-2.77, 0.44, -0.39], [-3.27, -1.22, 0.02], [-4.44, -0.07, -0.65], [-2.62, 1.18, -2.81], [-4.30, 0.66, -3.08], [-3.00, 0.05, -4.11], [-3.89, -2.84, -1.86], [-3.81, -2.31, -3.54], [-5.04, -1.64, -2.46], [4.92, 0.75, 0.38], [5.47, -1.33, -1.24], [4.09, -1.65, -2.30], [4.42, -2.73, -0.95], [3.22, 0.33, 3.63], [1.48, 0.46, 3.39], [2.35, 1.75, 4.24], [4.78, 1.95, 2.45], [3.82, 3.35, 2.95], [4.15, 3.08, 1.23], [0.51, 2.17, 1.86], [1.55, 3.19, 0.86], [1.43, 3.47, 2.60], [-0.94, 0.07, 3.12], [-2.53, -0.09, 3.87], [-2.34, -0.52, 2.17], [0.06, -1.41, 4.94], [-0.66, -2.98, 5.30], [-1.54, -1.50, 5.68], [-3.30, -2.84, 2.64], [-3.53, -2.34, 4.32], [-2.64, -3.82, 3.95], [-2.05, 3.09, 0.86], [-1.32, 3.15, -0.27], [-0.46, 1.82, -0.85], [-1.38, 4.33, -0.91], [-0.76, 4.75, -2.13], [-1.47, 5.66, -2.90], [-0.93, 6.15, -4.08], [0.33, 5.72, -4.49], [1.04, 4.83, -3.70], [0.51, 4.34, -2.51], [-2.05, 2.23, 1.38], [-2.54, 3.88, 1.23], [-2.07, 4.99, -0.57], [-2.45, 5.99, -2.58], [-1.49, 6.85, -4.67], [0.75, 6.09, -5.42], [2.03, 4.51, -4.00], [1.09, 3.67, -1.90]], "orbital_gap_ev": 9.058, "multiplicity": 1, "lumo_ha": -0.080, "total_charge": 1}

{"formula": "C3H4N2OS", "method": "the ωB97M-V functional and the def2-TZVPD basis", "elements": ["C", "C", "C", "N", "N", "O", "S", "H", "H", "H", "H"], "coordinates": [[-0.26, 0.78, -0.18], [0.70, 0.80, -1.31], [-0.39, -1.29, 1.07], [-1.55, -1.42, 0.62], [0.29, -0.13, 0.86], [1.93, 0.68, -1.34], [-2.10, -0.13, -0.18], [-0.42, 1.88, 0.09], [0.27, 0.91, -2.32], [0.28, -2.12, 1.55], [1.25, 0.03, 1.14]], "orbital_gap_ev": 8.654, "multiplicity": 1, "lumo_ha": 0.010}

{"formula": "C29H34BrN11NaO2S", "method": "the ωB97M-V functional and the def2-TZVPD basis", "elements": ["Na", "Br", "C", "C", "C", "C", "C", "N", "C", "O", "O", "H", "H", "H", "N", "C", "C", "C", "C", "C", "N", "C", "C", "C", "C", "C", "N", "H", "H", "H", "H", "H", "H", "H", "H", "H", "S", "C", "C", "C", "C", "C", "C", "H", "H", "H", "H", "H", "C", "C", "N", "C", "C", "C", "C", "N", "H", "H", "H", "H", "H", "H", "H", "H", "H", "H", "H", "H", "H", "H", "N", "N", "N", "C", "N", "N", "H", "H", "H"], "coordinates": [[-0.45, -1.02, -0.67], [-3.51, 0.78, 2.17], [-2.68, -0.94, 2.32], [-2.53, -1.49, 3.57], [-1.95, -2.75, 3.62], [-1.61, -3.39, 2.44], [-1.83, -2.74, 1.24], [-2.34, -1.50, 1.18], [-1.61, -3.47, -0.10], [-1.71, -4.70, -0.06], [-1.39, -2.72, -1.09], [-2.85, -0.97, 4.46], [-1.77, -3.23, 4.58], [-1.19, -4.39, 2.43], [0.21, 0.31, -3.92], [0.16, -1.08, -3.99], [-0.38, -1.65, -5.15], [-0.44, -3.03, -5.23], [0.03, -3.80, -4.17], [0.55, -3.13, -3.07], [0.63, -1.80, -2.99], [0.82, 1.13, -2.99], [0.72, 2.52, -3.17], [1.38, 3.35, -2.29], [2.10, 2.80, -1.24], [2.11, 1.42, -1.13], [1.49, 0.60, -1.98], [-0.37, 0.78, -4.59], [-0.74, -1.03, -5.96], [-0.85, -3.50, -6.12], [-0.03, -4.87, -4.19], [0.92, -3.68, -2.22], [0.15, 2.92, -4.00], [1.34, 4.43, -2.43], [2.63, 3.42, -0.53], [2.64, 0.93, -0.31], [1.59, -1.42, 2.06], [3.09, -2.21, 1.70], [4.32, -1.56, 1.82], [5.51, -2.21, 1.55], [5.52, -3.54, 1.15], [4.31, -4.21, 1.02], [3.11, -3.56, 1.28], [4.33, -0.52, 2.13], [6.45, -1.68, 1.65], [6.45, -4.05, 0.95], [4.29, -5.24, 0.70], [2.17, -4.08, 1.17], [0.81, 5.19, 1.76], [-0.21, 4.21, 2.33], [0.08, 2.83, 1.99], [0.95, 2.14, 2.93], [0.18, 1.45, 4.06], [-0.49, 2.20, 0.92], [-1.37, 3.05, 0.04], [-0.37, 0.97, 0.58], [0.55, 6.22, 2.01], [0.86, 5.09, 0.67], [1.81, 4.98, 2.16], [-1.21, 4.49, 1.99], [-0.21, 4.30, 3.42], [1.64, 2.88, 3.35], [1.55, 1.39, 2.42], [-0.53, 2.14, 4.53], [0.87, 1.08, 4.81], [-0.36, 0.59, 3.66], [-2.27, 3.36, 0.59], [-1.67, 2.45, -0.81], [-0.86, 3.95, -0.32], [0.20, 0.40, 1.22], [-5.60, 1.43, -1.09], [-4.57, 0.71, -1.63], [-4.59, -0.60, -1.71], [-3.40, -0.85, -2.23], [-2.70, 0.29, -2.45], [-3.46, 1.27, -2.07], [-6.21, 1.77, -1.82], [-5.22, 2.20, -0.56], [-3.01, -1.84, -2.41]], "orbital_gap_ev": 5.456, "multiplicity": 1, "lumo_ha": 0.070, "total_charge": -1}

{"formula": "C4H7NO2", "method": "the ωB97M-V functional and the def2-TZVPD basis", "elements": ["C", "C", "C", "O", "C", "O", "N", "H", "H", "H", "H", "H", "H", "H"], "coordinates": [[-0.86, -1.33, 0.22], [-0.51, 0.01, -0.39], [-1.07, 1.58, 0.62], [-2.00, 1.46, 1.31], [0.83, 0.47, -0.48], [1.01, 1.73, -0.68], [1.90, -0.27, -0.10], [-0.26, -1.52, 1.11], [-1.91, -1.31, 0.54], [-0.74, -2.18, -0.46], [-1.13, 0.33, -1.22], [0.10, 2.13, -0.09], [1.87, -1.27, -0.21], [2.80, 0.18, -0.15]], "orbital_gap_ev": 8.607, "multiplicity": 1, "lumo_ha": 0.029}

{"formula": "Be2H32O24S2", "method": "the ωB97M-V functional and the def2-TZVPD basis", "elements": ["Be", "Be", "S", "O", "O", "O", "O", "S", "O", "O", "O", "O", "O", "H", "H", "O", "H", "H", "O", "H", "H", "O", "H", "H", "O", "H", "H", "O", "H", "H", "O", "H", "H", "O", "H", "H", "O", "H", "H", "O", "H", "H", "O", "H", "H", "O", "H", "H", "O", "H", "H", "O", "H", "H", "O", "H", "H", "O", "H", "H"], "coordinates": [[0.31, 3.75, 2.27], [0.08, -0.06, -0.02], [-1.43, 2.89, -0.66], [-1.32, 3.44, -2.00], [-0.24, 2.97, 0.12], [-2.60, 3.41, 0.00], [-1.82, 1.48, -0.64], [-1.60, 1.15, 2.95], [-1.66, 2.54, 3.36], [-2.72, 0.76, 2.04], [-0.40, 1.09, 2.23], [-1.53, 0.20, 4.13], [-4.51, -1.43, 1.34], [-3.98, -1.37, 2.13], [-4.85, -2.32, 1.34], [2.49, 0.39, -0.38], [3.17, 0.59, 0.26], [2.96, 0.25, -1.20], [1.46, 0.25, -4.78], [2.15, -0.41, -4.81], [1.21, 0.38, -5.70], [3.05, 1.92, -3.02], [2.36, 2.58, -3.03], [2.68, 1.18, -3.49], [4.48, 1.36, 0.98], [4.90, 1.56, 1.82], [5.09, 0.77, 0.54], [0.98, 3.84, -3.36], [0.86, 4.73, -3.68], [0.29, 3.74, -2.69], [-2.10, -1.44, -0.29], [-2.74, -1.52, 0.42], [-2.44, -2.01, -0.98], [1.56, -1.61, 4.13], [2.49, -1.51, 3.90], [1.34, -0.79, 4.57], [0.52, -2.50, -0.79], [0.41, -3.15, -1.48], [1.16, -2.89, -0.19], [2.46, 2.71, 2.24], [3.03, 2.16, 1.70], [3.05, 3.13, 2.87], [-0.04, -1.70, 1.87], [-0.85, -1.74, 2.37], [0.64, -1.55, 2.53], [0.38, 0.51, -2.36], [0.86, 0.23, -3.14], [-0.33, 1.05, -2.70], [-2.65, -2.10, 3.48], [-2.31, -1.24, 3.75], [-2.73, -2.59, 4.30], [-4.39, -0.36, -1.61], [-5.09, -0.67, -2.18], [-3.69, -1.01, -1.71], [3.44, -3.68, -0.29], [3.11, -4.33, 0.33], [4.34, -3.50, -0.01], [-3.14, -2.81, -2.19], [-2.36, -3.25, -2.51], [-3.79, -3.51, -2.09]], "orbital_gap_ev": 3.623, "multiplicity": 1, "lumo_ha": -0.122}

{"formula": "C32H68Cl4N6O10P2", "method": "the ωB97M-V functional and the def2-TZVPD basis", "elements": ["Cl", "C", "C", "Cl", "H", "H", "H", "H", "Cl", "C", "C", "Cl", "H", "H", "H", "H", "O", "P", "N", "C", "C", "N", "C", "C", "N", "C", "C", "H", "H", "H", "H", "H", "H", "H", "H", "H", "H", "H", "H", "H", "H", "H", "H", "H", "H", "O", "P", "N", "C", "C", "N", "C", "C", "N", "C", "C", "H", "H", "H", "H", "H", "H", "H", "H", "H", "H", "H", "H", "H", "H", "H", "H", "H", "H", "O", "C", "O", "C", "C", "C", "H", "H", "H", "H", "H", "H", "O", "C", "O", "C", "C", "C", "H", "H", "H", "H", "H", "H", "O", "C", "O", "C", "C", "C", "H", "H", "H", "H", "H", "H", "O", "C", "O", "C", "C", "C", "H", "H", "H", "H", "H", "H"], "coordinates": [[24.15, 16.37, 15.65], [22.55, 17.09, 15.79], [21.70, 16.51, 14.65], [21.58, 14.70, 14.53], [22.78, 18.16, 15.82], [22.14, 16.89, 16.78], [22.14, 16.70, 13.67], [20.70, 16.89, 14.86], [19.98, 18.06, 9.65], [18.46, 17.19, 9.93], [17.65, 17.47, 11.27], [18.70, 16.94, 12.67], [18.77, 16.18, 9.66], [17.90, 17.19, 9.00], [16.74, 16.89, 11.12], [17.26, 18.47, 11.45], [16.75, 14.34, 9.52], [17.27, 12.90, 9.49], [16.09, 11.62, 9.06], [16.51, 10.32, 8.52], [14.65, 11.70, 9.39], [17.74, 12.32, 11.03], [18.62, 11.20, 11.23], [16.89, 12.66, 12.18], [18.66, 12.65, 8.45], [20.07, 13.15, 8.72], [18.41, 12.61, 6.97], [15.69, 9.89, 7.95], [16.62, 9.61, 9.34], [17.38, 10.44, 7.87], [14.56, 11.60, 10.48], [14.14, 10.81, 9.04], [14.13, 12.52, 8.89], [19.36, 11.41, 12.01], [18.11, 10.24, 11.22], [19.19, 11.11, 10.30], [17.38, 12.47, 13.14], [16.68, 13.73, 12.23], [15.96, 12.08, 12.20], [20.19, 14.22, 8.87], [20.54, 12.57, 9.51], [20.73, 12.97, 7.87], [19.13, 11.85, 6.70], [18.64, 13.57, 6.51], [17.38, 12.46, 6.65], [15.16, 20.33, 9.14], [15.76, 21.66, 9.44], [16.82, 22.40, 8.27], [17.36, 23.74, 8.45], [16.60, 22.12, 6.83], [16.78, 21.81, 10.75], [18.11, 21.40, 10.71], [16.08, 21.66, 12.06], [14.50, 22.82, 9.48], [13.80, 23.12, 8.28], [14.54, 24.00, 10.40], [17.81, 23.74, 9.45], [16.39, 24.23, 8.55], [18.11, 23.87, 7.68], [16.62, 21.06, 6.61], [17.46, 22.43, 6.23], [15.56, 22.31, 6.53], [18.72, 22.16, 11.20], [18.27, 20.42, 11.17], [18.43, 21.37, 9.67], [15.87, 20.63, 12.33], [16.78, 22.09, 12.79], [15.20, 22.29, 12.19], [14.47, 23.86, 7.84], [13.66, 22.29, 7.58], [12.90, 23.68, 8.53], [15.55, 24.36, 10.60], [13.88, 23.88, 11.26], [14.12, 24.84, 9.83], [10.74, 14.24, 12.16], [11.52, 14.80, 11.51], [11.23, 15.34, 10.33], [12.48, 15.73, 9.78], [13.27, 16.26, 11.00], [12.89, 15.15, 11.94], [12.35, 16.56, 9.08], [12.95, 14.93, 9.20], [12.87, 17.23, 11.31], [14.34, 16.37, 10.78], [12.71, 15.58, 12.92], [13.61, 14.33, 11.99], [13.21, 13.97, 5.92], [14.01, 14.90, 6.09], [13.50, 16.07, 6.49], [14.50, 17.00, 6.90], [15.81, 16.36, 6.45], [15.55, 14.91, 6.07], [14.35, 17.08, 7.97], [14.32, 17.96, 6.42], [16.45, 16.41, 7.32], [16.36, 16.85, 5.64], [15.74, 14.28, 6.94], [16.18, 14.57, 5.25], [22.80, 20.50, 4.56], [22.24, 20.89, 5.57], [22.79, 20.57, 6.79], [21.97, 21.10, 7.80], [21.17, 22.25, 7.14], [21.05, 21.85, 5.63], [22.58, 21.45, 8.63], [21.37, 20.28, 8.19], [21.77, 23.15, 7.23], [20.24, 22.61, 7.58], [21.02, 22.70, 4.94], [20.10, 21.33, 5.64], [14.94, 15.86, 14.22], [15.34, 16.86, 14.77], [14.63, 18.08, 14.63], [15.43, 19.14, 15.09], [16.77, 18.54, 15.49], [16.60, 17.10, 15.50], [14.89, 19.73, 15.83], [15.50, 19.80, 14.22], [17.29, 18.90, 16.38], [17.56, 18.56, 14.73], [16.71, 16.64, 16.49], [17.36, 16.58, 14.92]], "orbital_gap_ev": 8.387, "multiplicity": 1, "smiles": "CN(C)P(=O)(N(C)C)N(C)C.CN(C)P(=O)(N(C)C)N(C)C.O=C1CCCO1.O=C1CCCO1.O=C1CCCO1.O=C1CCCO1.ClCCCl.ClCCCl", "lumo_ha": 0.005}

| no. | E (eV) |
| --- | --- |
| 1 | -59300.237 |
| 2 | -31746.428 |
| 3 | -7392.966 |
| 4 | -104777.230 |
| 5 | -19036.645 |
| 6 | -136408.048 |
| 7 | -9844.833 |
| 8 | -72125.540 |
| 9 | -132368.275 |